[1]
This record from the OMol25 dataset describes 17 unconnected molecules or ions with the total composition C12H52N4O15. The level of theory is wB97M-V/def2-TZVPD.

XYZ file:
```
83
Properties=species:S:1:pos:R:3:forces:R:3:lowdin_charge:R:1
C -23.3756 4.1014 15.5108 -0.10 -0.33 -0.16 -0.052
C -22.0613 3.7663 16.2880 -2.68 0.35 -0.45 -0.145
N -21.1023 4.8012 15.9999 0.56 1.02 -1.46 -0.068
C -20.9427 6.0261 16.6706 2.14 -0.80 -0.06 0.022
C -19.8093 6.6343 16.1465 -2.30 -2.04 -1.47 0.044
N -19.5072 5.8684 14.9763 -1.18 -0.52 2.09 -0.096
C -20.3485 4.7842 14.8797 1.67 2.32 2.18 0.045
C -18.5246 6.2845 14.0341 0.55 0.96 -1.51 -0.012
H -23.8018 5.0944 15.6534 0.32 0.09 0.45 0.076
H -24.1800 3.3930 15.7090 0.18 -0.11 0.30 0.082
H -23.2061 4.0178 14.4373 0.25 -0.03 -0.08 0.072
H -21.7643 2.7861 15.9152 0.61 0.21 0.33 0.132
H -22.2417 3.7567 17.3630 0.17 -0.19 -0.10 0.134
H -21.4918 6.2908 17.5621 -0.06 -0.23 -0.08 0.142
H -19.3414 7.5649 16.4319 0.15 -0.20 -0.29 0.136
H -20.2996 4.0455 14.0933 -0.10 -0.09 0.19 0.178
H -19.0651 6.4092 13.0958 0.41 0.11 -0.24 0.107
H -17.6415 5.6680 13.8661 -0.39 -0.55 0.40 0.109
H -18.1334 7.2554 14.3380 -0.21 -0.03 -0.01 0.102
C -18.0248 9.8484 7.4072 0.93 -0.33 -0.04 -0.067
C -17.2904 11.2242 7.4400 -2.30 -0.33 -0.05 -0.122
N -17.3497 11.9895 6.1714 0.41 -0.64 -1.22 -0.067
C -16.3646 12.8364 5.7714 -0.05 1.36 -0.97 0.006
C -16.6837 13.2767 4.4864 0.63 -0.51 1.04 0.002
N -17.8059 12.6206 4.0981 -1.44 -0.99 1.59 -0.074
C -18.2243 11.8457 5.1712 0.29 0.94 -0.81 0.014
C -18.5142 12.8748 2.7994 0.37 0.07 0.66 0.044
H -17.5194 9.3543 8.2370 -0.27 -0.52 -0.12 0.080
H -17.8380 9.2813 6.4952 0.69 0.08 -0.05 0.081
H -19.0891 9.6500 7.5337 -0.19 1.27 0.35 0.079
H -16.2676 11.0081 7.7487 -0.01 0.52 -0.46 0.133
H -17.7950 11.8875 8.1425 0.35 -0.17 0.44 0.132
H -15.6452 13.1574 6.5101 0.28 -0.02 -0.47 0.142
H -16.2659 13.9802 3.7814 0.42 -0.04 0.42 0.144
H -19.1683 11.3517 5.3482 0.11 -0.20 -0.70 0.165
H -18.3873 13.9260 2.5407 -0.20 0.03 0.34 0.101
H -19.5685 12.6432 2.9511 0.20 -0.06 -0.31 0.103
H -18.0399 12.3345 1.9801 -0.22 -0.43 0.31 0.105
O -14.4334 8.1683 16.7617 -0.24 -0.16 -0.16 -0.060
H -13.6062 8.0404 17.2260 0.23 -0.09 0.13 0.033
H -14.5697 9.1157 16.7706 -0.03 0.25 0.02 0.027
O -22.6638 1.0720 10.9051 0.38 0.07 0.18 -0.045
H -23.4413 1.5011 11.2622 -0.40 0.09 0.16 0.014
H -22.7267 1.2093 9.9599 -0.04 -0.12 -0.28 0.034
O -18.5262 12.5798 16.0392 -0.08 -0.37 0.00 -0.053
H -17.7890 13.1481 15.8157 0.24 0.15 0.04 0.035
H -19.2908 13.0228 15.6712 -0.22 0.19 -0.01 0.031
O -20.5714 0.0790 19.1607 -0.21 0.31 0.07 -0.050
H -19.7484 -0.1279 19.6035 0.20 -0.07 0.19 0.037
H -20.4914 -0.3332 18.3005 -0.08 -0.24 -0.24 0.023
O -23.7151 8.3335 14.1388 -0.17 -0.19 -0.13 -0.044
H -23.2415 9.1370 13.9238 0.09 0.25 -0.05 0.027
H -23.1027 7.8302 14.6754 0.12 -0.08 0.18 0.008
O -20.3054 -0.2592 13.5940 0.18 0.35 0.10 -0.057
H -21.0361 -0.2804 12.9761 -0.21 -0.01 -0.31 0.017
H -20.5621 -0.8639 14.2902 -0.07 -0.28 0.22 0.019
O -23.1447 1.7087 21.3356 0.02 0.25 0.12 -0.052
H -23.8997 1.6555 20.7495 -0.24 -0.04 -0.06 0.026
H -22.4826 1.1526 20.9251 0.28 -0.24 -0.14 0.009
O -20.3969 4.3686 10.1195 0.19 0.21 0.20 -0.055
H -20.7181 3.4672 10.1413 -0.05 -0.36 0.04 0.019
H -21.0971 4.8626 9.6929 -0.17 0.14 -0.13 0.029
O -20.5984 10.1526 11.8060 0.17 -0.23 0.02 -0.057
H -21.3655 10.2664 11.2449 -0.24 -0.01 -0.16 0.031
H -20.5329 10.9743 12.2926 0.06 0.23 0.16 0.029
O -26.1658 2.2439 11.9338 0.35 -0.01 0.14 -0.051
H -26.7600 1.5530 11.6407 -0.14 -0.26 -0.10 0.036
H -26.5763 3.0557 11.6361 -0.11 0.25 -0.07 0.034
O -20.9307 11.4194 18.5784 -0.29 -0.04 -0.10 -0.051
H -20.3912 11.1122 19.3070 0.12 -0.04 0.25 0.033
H -20.3579 11.3598 17.8138 0.26 0.11 -0.18 0.004
O -22.3292 -2.3483 16.4436 0.27 0.29 -0.12 -0.052
H -23.2054 -2.0008 16.6102 -0.24 0.08 0.06 0.031
H -22.4054 -3.2860 16.6200 0.04 -0.29 0.04 0.037
O -18.0844 6.9303 20.4925 -0.21 0.22 -0.13 -0.055
H -18.2487 6.1810 19.9201 -0.02 -0.21 -0.07 0.019
H -17.2854 6.6996 20.9664 0.22 -0.01 0.19 0.035
O -23.5245 8.3920 20.9044 -0.02 -0.13 -0.29 -0.059
H -22.9937 7.8364 21.4751 0.10 -0.17 0.19 0.027
H -23.5196 9.2487 21.3313 -0.05 0.26 0.08 0.032
O -29.0756 1.1127 15.3622 0.04 -0.18 0.10 -0.048
H -29.3978 1.9991 15.5259 -0.16 0.21 0.10 0.031
H -28.5312 1.1960 14.5794 0.13 -0.02 -0.20 0.016
```
Positions in Å, forces in eV/Å.

The highest occupied orbital energy comes out at -0.50716 Ha. The value obtained for the max |F| is 0.0698 Eh/bohr. The charge is +2. For the LUMO energy, the calculation gives -4.22 eV. The gap between HOMO and LUMO is 9.58 eV. As for the total energy: -49946.004 eV.

[2]
This record from the OMol25 dataset describes a molecular structure, C12H5Cl5LiN. The level of theory is wB97M-V/def2-TZVPD.

XYZ file:
```
24
Properties=species:S:1:pos:R:3:forces:R:3:lowdin_charge:R:1
Li -0.1604 0.7714 -0.9494 -0.26 0.51 -0.02 0.361
Cl -1.6908 0.3285 -4.8121 0.05 -0.10 0.07 0.554
C -0.7351 -0.8793 -3.9241 -0.05 0.20 -0.16 -0.720
C -0.0467 -0.4704 -2.8043 -0.12 -0.15 0.16 -0.192
C 0.6711 -1.4760 -2.1894 0.22 0.02 0.24 -0.720
Cl 1.5655 -1.0341 -0.7174 0.00 -0.25 -0.18 0.597
C 0.7278 -2.7975 -2.6142 -0.01 -0.08 -0.13 -0.718
Cl 1.6583 -4.0008 -1.7798 0.01 0.00 0.02 0.616
C 0.0121 -3.1512 -3.7568 -0.02 0.08 0.00 -0.721
Cl 0.0529 -4.7797 -4.3482 0.01 -0.03 0.00 0.606
C -0.7314 -2.1780 -4.4242 0.07 -0.07 -0.01 -0.720
Cl -1.6139 -2.6201 -5.8562 -0.02 0.00 -0.01 0.594
N -0.5820 1.7569 0.4617 0.20 -0.32 -0.12 -0.209
C -0.3051 1.8057 1.7165 -0.04 0.20 0.36 -0.642
C 0.8884 2.4617 2.2976 -0.06 -0.01 -0.15 -0.128
C 1.1823 2.4827 3.6400 0.02 0.02 0.05 -0.226
C 0.3552 1.8928 4.6136 -0.03 -0.01 -0.10 -0.236
C -0.8142 1.2750 4.1288 0.00 0.00 0.09 -0.225
C -1.1415 1.2347 2.7960 0.01 -0.01 -0.19 -0.128
H 1.5581 2.9351 1.5817 0.01 -0.01 0.02 0.052
H 2.0996 2.9808 3.9607 0.00 0.00 0.00 0.060
H 0.6008 1.9163 5.6695 0.00 0.00 0.01 0.032
H -1.4963 0.8048 4.8401 0.01 0.01 0.01 0.060
H -2.0548 0.7408 2.4701 0.00 0.00 0.02 0.053
```
Positions in Å, forces in eV/Å.

The relative energy (zero: lowest compared OMol25 entry of this formula, charge and spin) comes out at 2.2 kcal per mole. The highest occupied orbital energy comes out at 0.05003 Ha. The value obtained for the max |F| is 0.0112 Eh/bohr. The charge is -2. For the LUMO energy, the calculation gives 4.13 eV. The gap between HOMO and LUMO is 2.77 eV. As for the total energy: -76830.746 eV.

[3]
This record from the OMol25 dataset describes 20 unconnected molecules or ions with the total composition C12H63F6N6O20. The level of theory is wB97M-V/def2-TZVPD.

XYZ file:
```
107
Properties=species:S:1:pos:R:3:forces:R:3:lowdin_charge:R:1
C -4.2044 4.3085 0.0610 -0.19 -0.48 -0.03 -0.046
O -3.5517 3.9913 1.2929 0.07 -0.01 -0.08 -0.131
C -2.2169 4.2910 1.3773 -0.09 0.27 0.41 -0.173
N -1.2956 3.2463 0.8065 -0.38 0.09 -0.40 -0.012
C -1.9256 1.9153 0.6626 0.43 -0.35 0.12 -0.109
C -2.2287 1.3168 2.0283 -0.50 0.71 -0.29 -0.153
F -1.9638 -0.0478 1.9697 0.08 -0.21 0.08 -0.045
C -0.6252 3.6435 -0.3282 0.07 0.25 -0.29 -0.283
N -1.2334 3.9258 -1.5753 0.57 0.00 0.22 0.111
C -1.1290 5.3915 -1.8636 -0.20 0.34 -0.04 -0.130
C -1.8699 5.8228 -3.1243 -0.97 0.20 -0.96 -0.680
N -3.2730 5.4458 -3.0428 0.62 -0.21 0.49 0.102
N -1.8708 7.2744 -3.2449 0.34 0.11 0.49 0.097
N -1.1778 5.2860 -4.2891 0.37 -0.28 0.24 0.094
N 0.6638 3.7976 -0.2455 -0.06 -0.22 0.38 0.175
C 1.5013 3.5858 0.9311 0.94 -0.14 0.48 -0.114
C 2.3524 2.3105 0.8375 -0.82 0.11 -0.50 -0.123
C 1.4303 1.0991 0.6980 1.05 0.21 0.18 -0.065
C 2.1312 -0.1987 0.3071 -0.70 0.10 0.09 -0.407
F 1.3798 -0.7745 -0.6934 0.23 -0.04 0.07 0.087
F 3.3740 -0.0024 -0.1756 -0.16 -0.21 0.07 0.146
C 2.1823 -1.2438 1.4466 0.23 -0.56 0.10 -0.492
F 0.9806 -1.3612 2.0541 0.97 0.14 -0.38 0.165
F 2.4991 -2.4633 0.9324 -0.23 0.87 0.51 0.141
F 3.1191 -0.8798 2.3416 -0.75 -0.33 -0.42 0.183
H -5.1816 4.7059 0.3067 -0.07 0.24 0.06 0.096
H -4.3667 3.4047 -0.5229 0.07 -0.13 -0.07 0.077
H -3.6409 4.9913 -0.5650 0.06 0.26 0.04 0.056
H -1.9638 4.3632 2.4290 -0.01 -0.10 0.25 0.117
H -1.9938 5.2592 0.9257 0.16 0.04 -0.19 0.130
H -2.7868 1.8939 0.0028 -0.19 0.24 -0.01 0.119
H -1.1925 1.2476 0.2233 0.08 -0.01 -0.15 0.086
H -1.6102 1.7847 2.7908 0.21 -0.15 0.14 0.125
H -3.2804 1.4639 2.2568 0.05 -0.17 0.26 0.087
H -0.6426 3.4783 -2.2767 -0.27 -0.16 -0.25 0.133
H -0.0894 5.6967 -2.0133 0.16 -0.08 0.11 0.116
H -1.5301 5.9613 -1.0335 -0.17 -0.09 0.20 0.110
H -3.8099 6.0078 -3.6888 -0.13 0.03 -0.08 0.064
H -3.3379 4.4710 -3.3136 -0.50 -0.07 0.15 0.038
H -2.6607 7.6265 -2.7161 -0.05 0.00 0.11 0.090
H -1.0377 7.6711 -2.8227 0.11 0.11 -0.20 0.088
H -1.4745 4.3255 -4.4285 0.04 -0.10 -0.07 0.074
H -1.4791 5.7821 -5.1213 0.11 0.13 -0.07 0.064
H 1.1494 4.1104 -1.0757 0.01 0.08 -0.14 0.175
H 2.1908 4.4230 0.9919 -0.05 0.25 -0.08 0.137
H 0.9233 3.5854 1.8447 -0.48 0.03 -0.11 0.132
H 2.9765 2.3941 -0.0480 0.36 -0.08 0.07 0.123
H 2.9555 2.2594 1.7354 0.29 -0.03 0.03 0.134
H 0.8987 0.9602 1.6331 -0.41 -0.09 -0.08 0.134
H 0.7569 1.3050 -0.1231 -0.31 -0.11 0.03 0.097
O 4.8969 -4.1008 0.5391 -0.17 -0.04 0.10 -0.042
H 4.0172 -3.7474 0.7151 0.20 0.05 -0.07 0.003
H 5.0374 -3.9314 -0.3977 0.07 -0.09 -0.04 0.055
O 2.8905 -6.3046 0.9576 -0.04 0.00 0.27 -0.049
H 3.7440 -5.8478 0.9287 0.08 -0.09 -0.10 0.014
H 2.3998 -5.8498 1.6494 -0.08 0.08 -0.06 0.033
O 2.3913 -8.5032 3.3106 -0.06 0.09 -0.07 -0.040
H 2.4805 -7.8933 2.5681 0.14 -0.09 -0.18 0.010
H 2.5579 -7.9695 4.0921 0.04 -0.09 0.09 0.046
O -1.3768 4.5690 4.9092 -0.09 -0.17 -0.15 -0.064
H -2.3248 4.5865 5.0732 -0.02 0.10 0.05 0.042
H -1.0473 3.8930 5.5157 0.16 -0.08 0.05 -0.001
O -3.6619 2.4976 -3.0309 -0.07 0.01 0.12 -0.065
H -4.2436 1.7376 -3.1216 -0.01 -0.03 -0.09 0.056
H -2.9922 2.2192 -2.3932 0.08 -0.15 -0.15 -0.014
O -1.5479 0.5852 -2.2641 0.30 0.74 -0.27 -0.054
H -0.7644 0.4193 -1.7354 -0.01 -0.30 0.08 0.005
H -1.7300 -0.2709 -2.6605 -0.18 -0.12 0.08 0.051
O 3.3615 -11.4134 3.3569 0.08 -0.01 -0.11 -0.068
H 3.0649 -10.5186 3.1471 -0.08 0.09 0.12 -0.006
H 4.1332 -11.5507 2.7964 0.09 -0.02 -0.01 -0.011
O -2.5339 10.0363 -4.8952 0.03 0.07 0.10 -0.061
H -3.4885 10.0907 -4.7942 -0.03 0.02 -0.04 0.033
H -2.2589 9.3598 -4.2672 -0.01 -0.16 -0.19 -0.016
O 6.3353 -11.8015 2.2881 0.11 -0.04 0.18 -0.058
H 6.4915 -11.6814 3.2317 -0.15 0.04 0.04 0.054
H 6.7519 -12.6511 2.0821 -0.01 0.00 -0.02 0.023
O -0.7453 5.5538 -7.4129 0.01 0.02 0.08 -0.058
H 0.1201 5.2061 -7.1774 0.02 -0.03 0.01 0.036
H -0.5522 6.3543 -7.9109 -0.08 0.03 -0.03 0.044
O 1.6617 -2.9987 -2.6951 -0.06 0.02 0.05 -0.048
H 2.4486 -2.8899 -3.2368 0.00 -0.03 -0.06 0.040
H 1.7490 -2.3505 -1.9909 0.05 -0.01 -0.02 -0.012
O 7.5318 -13.2952 0.3149 -0.12 0.25 -0.12 -0.047
H 7.2490 -12.3975 0.0997 0.07 0.03 -0.01 0.049
H 8.2958 -13.4416 -0.2509 0.02 -0.19 0.02 0.061
O -5.2040 0.7099 2.2398 0.17 0.09 0.15 -0.060
H -4.9821 -0.1396 1.8450 -0.20 -0.05 -0.12 0.033
H -5.9803 0.5096 2.7702 -0.08 -0.01 -0.03 0.041
O 9.0342 -9.8953 3.3280 -0.04 -0.04 0.03 -0.056
H 8.7134 -10.7226 2.9557 0.01 0.00 -0.08 0.010
H 8.3526 -9.2562 3.1015 -0.01 0.04 -0.02 0.033
O 4.4329 -14.1919 0.2510 -0.01 0.12 0.03 -0.053
H 5.2946 -13.7620 0.2261 0.09 -0.16 -0.02 -0.011
H 3.9594 -13.7463 0.9607 -0.06 -0.02 0.01 0.028
O -0.1110 2.0923 6.3988 0.00 0.03 -0.17 -0.044
H 0.6662 1.9503 6.9477 0.00 0.09 0.07 0.050
H -0.3212 1.2233 6.0445 -0.07 -0.03 0.04 0.042
O -7.1644 -0.9769 1.0876 -0.08 -0.13 -0.08 -0.051
H -7.4629 -1.7774 0.6447 0.01 -0.06 0.05 0.047
H -7.8826 -0.3504 0.9565 0.02 0.06 -0.01 0.046
O -2.0851 -1.6798 -0.8121 0.29 -0.32 0.14 -0.046
H -1.9276 -1.6637 0.1398 -0.13 0.10 0.02 0.028
H -1.6638 -2.4983 -1.1012 -0.10 -0.06 -0.01 0.055
O -5.9947 6.8041 -3.3736 -0.04 -0.03 -0.09 -0.055
H -6.3347 6.1086 -3.9454 -0.06 0.04 -0.06 0.043
H -6.5009 6.7100 -2.5616 0.02 0.04 0.06 0.039
```
Positions in Å, forces in eV/Å.

The highest occupied orbital energy comes out at -0.41999 Ha. The value obtained for the max |F| is 0.0268 Eh/bohr. The charge is +1. For the LUMO energy, the calculation gives -3.77 eV. The gap between HOMO and LUMO is 7.65 eV. As for the total energy: -79655.897 eV.

[4]
This record from the OMol25 dataset describes a molecular structure, C12H6Br5NO2Pb. The level of theory is wB97M-V/def2-TZVPD.

XYZ file:
```
27
Properties=species:S:1:pos:R:3:forces:R:3:lowdin_charge:R:1
Pb -1.0742 0.7432 -2.1306 0.48 0.09 -0.13 1.496
Br 2.3072 6.3253 1.2849 0.02 -0.26 -0.08 0.921
C 1.9122 4.6600 0.5781 -0.70 0.41 -0.01 -0.693
C 2.9850 3.6527 0.4637 0.47 -0.64 -0.12 -0.691
Br 4.6805 4.0650 1.0879 -0.30 0.01 -0.09 0.920
C 2.7545 2.4237 -0.0897 0.65 0.08 0.20 -0.658
Br 4.0841 1.1188 -0.2770 -0.19 0.07 -0.02 0.892
C 1.4490 2.0864 -0.5584 0.02 -0.06 -0.02 -0.330
O 1.1505 1.0171 -1.0831 -0.32 -0.06 -0.10 -0.096
C 0.3231 3.1219 -0.4027 -0.08 -0.02 -0.01 -0.330
O -0.7903 2.7894 -0.7983 -0.01 -0.21 -0.10 -0.128
C 0.6347 4.3907 0.1719 0.04 0.67 0.29 -0.655
Br -0.7707 5.6221 0.3166 0.13 -0.22 -0.06 0.897
C -0.1463 -4.7345 0.1001 0.07 -0.08 0.10 -0.015
C -0.9764 -3.4929 0.0428 -0.08 0.15 -0.05 -0.211
C -2.1706 -3.3701 0.7539 0.08 0.06 -0.07 0.044
C -2.9162 -2.1986 0.7036 -0.15 0.02 0.08 -0.039
C -2.4229 -1.1857 -0.0777 0.13 0.19 -0.18 -0.686
Br -3.2991 0.5137 -0.2790 -0.21 -0.27 0.33 0.854
N -1.2948 -1.2653 -0.7785 -0.11 0.23 0.13 -0.156
C -0.5830 -2.3980 -0.7186 0.07 -0.15 0.00 -0.048
H -0.7748 -5.6234 0.0720 0.00 0.01 -0.05 0.101
H 0.4125 -4.7661 1.0379 0.01 0.01 -0.02 0.106
H 0.5672 -4.7817 -0.7198 -0.01 -0.01 -0.01 0.091
H -2.5274 -4.1980 1.3539 0.00 0.00 0.01 0.145
H -3.8424 -2.0920 1.2502 0.01 0.02 -0.01 0.131
H 0.3285 -2.4236 -1.3041 0.00 -0.01 0.01 0.139
```
Positions in Å, forces in eV/Å.

The relative energy (zero: lowest compared OMol25 entry of this formula, charge and spin) comes out at 0.0 kcal per mole. The highest occupied orbital energy comes out at -0.55316 Ha. The value obtained for the max |F| is 0.0158 Eh/bohr. The charge is +2. For the LUMO energy, the calculation gives -9.19 eV. The gap between HOMO and LUMO is 5.86 eV. As for the total energy: -373570.235 eV.